<P>
ORCA calculation (ωB97M-V/def2-TZVPD) on the molecule CH4N3P.

Computed properties:
Structure (SMILES)   C1N=NNP1
Gap between HOMO and LUMO   0.372 Ha
HOMO energy   -0.3345 hartree
Multiplicity   1
Lowest unoccupied orbital energy   1.02 eV

XYZ file:
```
9
CH4N3P ωB97M-V/def2-TZVPD
P 1.062 -0.640 -0.351
N 0.900 1.049 0.110
N -0.400 1.472 0.343
N -1.258 0.612 0.232
C -0.815 -0.650 -0.310
H 1.194 -1.167 0.899
H 1.708 1.563 0.350
H -1.168 -0.820 -1.445
H -1.222 -1.419 0.173
```

natural (NBO) atomic charge list, values in e, 5 entries: number 1, P, carries 0.658; number 2, N, carries -0.746; number 3, N, carries 0.066; number 4, N, carries -0.187; number 5, C, carries -0.551

<Q>
ORCA calculation (ωB97M-V/def2-TZVPD) on the molecule CH4N3P.

Computed properties:
Gap between HOMO and LUMO (alpha / beta)   0.282 / 0.267 Ha
HOMO energy (alpha / beta)   -0.3219 / -0.3113 hartree
Multiplicity   1
Lowest unoccupied orbital energy (alpha / beta)   -1.09 / -1.20 eV

XYZ file:
```
9
CH4N3P ωB97M-V/def2-TZVPD
P 1.369 0.763 -0.140
N -1.254 1.343 -0.016
N -1.604 0.158 -0.083
N -0.909 -0.811 -0.026
C 0.594 -0.898 -0.204
H -1.907 2.018 -0.050
H 0.893 -1.655 0.464
H 2.092 0.558 1.205
H 0.726 -1.477 -1.150
```

natural (NBO) atomic charge list, values in e, 5 entries: number 1, P, carries 0.418; number 2, N, carries -0.505; number 3, N, carries 0.155; number 4, N, carries -0.213; number 5, C, carries -0.658

Most stable of them? <P>.

<P>
ORCA calculation (ωB97M-V/def2-TZVPD) on a cluster of 2 separate species, C6H12Cl2Si in total.

Computed properties:
Structure (SMILES)   C=C(C)[SiH](Cl)Cl.C=CC
Gap between HOMO and LUMO   0.356 Ha
HOMO energy   -0.3278 hartree
Multiplicity   1
Lowest unoccupied orbital energy   0.76 eV

XYZ file:
```
21
C6H12Cl2Si ωB97M-V/def2-TZVPD
Cl -0.765 -1.734 1.767
Cl -1.723 -2.377 -1.262
Si -0.127 -2.180 -0.055
C 1.190 -0.842 -1.922
C -1.617 1.027 0.488
C 1.005 -0.741 -0.610
C 1.945 -0.006 0.265
C -1.190 1.841 1.688
C -0.989 1.039 -0.676
H -0.403 1.221 1.942
H -2.281 0.110 0.533
H 2.681 0.625 -0.330
H -2.022 1.931 2.417
H -0.788 2.754 1.270
H 0.528 -1.551 -2.598
H 1.923 -0.154 -2.305
H -0.307 1.825 -0.974
H -1.244 0.574 -1.614
H 1.428 0.711 0.971
H 0.479 -3.400 0.032
H 2.279 -0.673 0.973
```

natural (NBO) atomic charge list, values in e, 5 entries: number 1, Cl, carries -0.370; number 2, Cl, carries -0.358; number 3, Si, carries 1.316; number 4, C, carries -0.410; number 5, C, carries -0.170

<Q>
ORCA calculation (ωB97M-V/def2-TZVPD) on the molecule C6H12Cl2Si.

Computed properties:
Structure (SMILES)   C[Si](C)(C)/C(Cl)=C/CCl
Gap between HOMO and LUMO   0.363 Ha
HOMO energy   -0.3366 hartree
Multiplicity   1
Lowest unoccupied orbital energy   0.71 eV

XYZ file:
```
21
C6H12Cl2Si ωB97M-V/def2-TZVPD
Cl 0.048 4.175 -1.766
Cl 1.673 1.358 1.322
Si -0.272 -1.024 0.470
C 0.407 1.497 -1.126
C 1.174 2.802 -1.424
C 0.916 -2.211 -0.213
C -0.487 -1.148 2.361
C 0.548 0.828 0.118
C -2.086 -0.628 -0.264
H -1.940 0.406 -0.624
H -0.084 1.066 -1.897
H -2.480 -1.132 -1.171
H 0.992 -2.311 -1.292
H 0.820 -3.263 0.110
H 1.551 2.693 -2.511
H -2.907 -0.535 0.539
H 1.951 -1.997 0.101
H -0.344 -0.192 2.673
H 0.113 -1.976 2.879
H -1.471 -1.532 2.474
H 1.880 3.124 -0.759
```

natural (NBO) atomic charge list, values in e, 5 entries: number 1, Cl, carries -0.092; number 2, Cl, carries -0.014; number 3, Si, carries 1.593; number 4, C, carries -0.239; number 5, C, carries -0.384

Most stable of them? <P>.

<P>
ORCA calculation (ωB97M-V/def2-TZVPD) on a structure of composition H3NS2.

Computed properties:
Gap between HOMO and LUMO (alpha / beta)   0.261 / 0.261 Ha
HOMO energy (alpha / beta)   -0.3394 / -0.3396 hartree
Multiplicity   1
Lowest unoccupied orbital energy (alpha / beta)   -2.13 / -2.13 eV

XYZ file:
```
6
H3NS2 ωB97M-V/def2-TZVPD
S -1.299 -0.940 1.681
S -1.542 1.898 2.980
N -0.866 0.522 2.194
H -0.301 0.718 -0.954
H 0.083 0.765 1.887
H -1.104 0.829 -0.898
```

natural (NBO) atomic charge list, values in e, 5 entries: number 1, S, carries 0.244; number 2, S, carries 0.089; number 3, N, carries -0.736; number 4, H, carries -0.006; number 5, H, carries 0.404

<Q>
ORCA calculation (ωB97M-V/def2-TZVPD) on a cluster of 2 separate species, H3NS2 in total.

Computed properties:
Gap between HOMO and LUMO (alpha / beta)   0.353 / 0.224 Ha
HOMO energy (alpha / beta)   -0.3715 / -0.3171 hartree
Multiplicity   1
Lowest unoccupied orbital energy (alpha / beta)   -0.51 / -2.55 eV

XYZ file:
```
6
H3NS2 ωB97M-V/def2-TZVPD
S 2.878 0.151 -0.133
S -0.532 0.402 -0.159
N -1.954 -0.347 -0.049
H -2.186 -0.175 0.914
H -0.433 -0.063 -1.522
H 2.228 0.032 0.949
```

natural (NBO) atomic charge list, values in e, 5 entries: number 1, S, carries -0.107; number 2, S, carries 0.357; number 3, N, carries -0.774; number 4, H, carries 0.319; number 5, H, carries 0.128

Most stable of them? <P>.

<P>
ORCA calculation (ωB97M-V/def2-TZVPD) on a structure of composition C18H36F4N5O13S4Sr.

Computed properties:
Charge   -3
Gap between HOMO and LUMO   0.182 Ha
HOMO energy   0.0471 hartree
Multiplicity   1
Lowest unoccupied orbital energy   6.23 eV

XYZ file:
```
81
C18H36F4N5O13S4Sr ωB97M-V/def2-TZVPD
Sr -0.498 1.091 0.245
S -0.024 4.372 1.777
S -4.478 -1.673 0.174
S 0.799 4.469 -0.580
S -2.645 -1.870 1.910
F 0.537 3.660 -1.910
F -0.070 3.139 2.789
F -6.110 -1.740 0.265
F -2.552 -1.381 3.424
O 2.204 4.688 -0.528
O -1.350 4.852 1.893
O -1.859 -0.859 1.272
O -2.157 -3.203 1.942
O -4.252 -0.411 -0.439
O -2.568 2.093 1.854
O -0.260 0.408 -2.210
O -2.827 2.361 -0.263
O -4.154 3.370 1.115
O -0.039 5.609 -0.767
O 1.668 -0.307 0.813
O -4.190 -2.883 -0.533
O 1.043 5.196 2.234
N -4.228 -1.708 1.750
N -1.210 -0.556 -2.572
N 2.544 -0.348 1.897
N -3.228 2.596 0.907
N 0.294 3.373 0.465
C -2.037 -0.075 -3.672
C -0.090 -2.294 -1.301
C 2.999 -1.001 4.202
C 4.403 0.335 0.567
C -1.331 0.089 -5.041
C 3.911 0.202 4.344
C -3.205 -1.080 -3.838
C 0.783 0.017 3.677
C 1.349 -2.223 2.877
C 0.532 -2.074 -3.724
C -2.646 -2.461 -4.126
C 1.950 -0.832 3.110
C 4.612 0.399 3.018
C 3.118 2.066 1.865
C -2.635 1.282 -3.324
C -1.730 -2.880 -2.977
C 3.615 0.621 1.859
C -0.588 -1.858 -2.682
H -0.418 0.675 -4.869
H 0.438 -0.365 4.641
H 5.290 -0.431 2.799
H 3.914 0.738 -0.318
H 0.668 -1.619 -0.894
H -3.674 -1.074 -2.849
H 2.120 -2.953 2.585
H -3.899 -0.701 -4.595
H 1.220 -2.867 -3.425
H 3.563 -1.927 4.035
H -1.965 1.975 -2.827
H -0.900 -2.404 -0.582
H 0.108 -2.294 -4.703
H 5.212 1.319 3.016
H 3.365 1.094 4.659
H 3.931 2.781 1.680
H 0.864 -2.598 3.785
H -1.312 -3.868 -3.213
H 2.511 -1.198 5.168
H 2.669 2.290 2.832
H 5.413 0.768 0.629
H -2.335 -2.975 -2.073
H 4.648 -0.022 5.130
H 1.124 1.042 3.887
H 4.524 -0.746 0.480
H -0.988 -0.821 -5.533
H 0.381 -3.278 -1.423
H -0.064 0.170 3.012
H -1.942 0.621 -5.777
H -2.110 -2.505 -5.081
H -3.470 -3.183 -4.226
H 0.650 -2.287 2.043
H 2.452 2.222 1.025
H -2.935 1.808 -4.244
H 1.109 -1.144 -3.775
H -3.563 1.186 -2.756
```

Mulliken atomic charge list, values in e, 5 entries: number 1, Sr, carries 2.065; number 2, S, carries 0.869; number 3, S, carries 1.086; number 4, S, carries 0.830; number 5, S, carries 0.950

<Q>
ORCA calculation (ωB97M-V/def2-TZVPD) on a structure of composition C18H36F4N5O13S4Sr.

Computed properties:
Charge   -3
Gap between HOMO and LUMO   0.179 Ha
HOMO energy   0.0481 hartree
Multiplicity   1
Lowest unoccupied orbital energy   6.18 eV

XYZ file:
```
81
C18H36F4N5O13S4Sr ωB97M-V/def2-TZVPD
Sr -0.086 -0.464 0.143
S -0.923 2.837 2.673
S -0.521 -4.003 0.990
S 0.789 4.385 3.397
S -1.417 -2.577 2.623
F -1.945 1.993 3.564
F -1.518 -0.915 2.733
F 0.062 -3.870 -0.512
F 2.203 4.197 4.144
O -2.844 -2.903 2.848
O 1.755 -0.554 -1.804
O 1.268 4.416 2.029
O -0.447 -2.972 3.668
O -0.450 1.858 1.701
O -1.557 -5.002 0.765
O 0.243 5.632 3.991
O 2.625 -1.787 3.123
O 0.694 -4.281 1.665
O 2.032 0.015 4.109
O 1.384 -0.415 2.164
O -1.708 3.975 2.157
O -1.824 1.033 -1.272
N -0.936 -2.525 0.958
N 2.038 -0.738 3.137
N -2.668 -0.072 -1.022
N 2.655 -0.008 -0.916
N 0.141 3.113 3.999
C -3.948 0.297 -0.288
C -3.524 -2.290 -1.648
C -4.752 -0.982 0.071
C -4.866 1.310 -1.036
C 4.754 1.382 0.778
C -4.891 -1.986 -1.055
C 5.012 -0.814 -1.644
C 3.713 1.952 -2.213
C -2.758 -1.031 -2.161
C -1.360 -1.639 -2.496
C -3.626 0.965 1.131
C 3.469 2.046 0.300
C 4.623 -0.130 0.724
C 1.512 2.267 -1.226
C 3.908 -0.805 -0.540
C 3.537 -2.247 -0.197
C 2.867 1.474 -1.028
C -3.427 -0.435 -3.536
H -3.628 -2.935 -2.520
H -2.963 -2.869 -0.914
H -2.848 1.720 1.015
H -5.591 -1.508 -1.741
H 0.631 1.960 -0.661
H -4.274 -1.553 0.868
H -5.612 1.713 -0.351
H -5.436 -2.894 -0.798
H 3.657 3.119 0.266
H 5.592 -0.613 0.851
H -5.796 -0.772 0.302
H -4.025 0.459 -3.363
H -5.402 0.789 -1.828
H 1.082 2.385 -2.220
H -0.715 -0.850 -2.881
H -1.371 -2.470 -3.201
H 1.756 3.301 -0.984
H 4.243 -2.743 0.470
H 3.517 2.994 -2.466
H -2.648 -0.105 -4.223
H -3.281 0.218 1.847
H -4.372 1.666 1.503
H 5.672 0.048 -1.739
H 3.037 -2.926 -0.887
H 2.647 -2.183 0.429
H 3.416 1.405 -3.108
H 4.526 -1.014 -2.599
H -4.123 -1.172 -3.937
H 2.851 1.980 1.196
H 4.133 -0.453 1.643
H 5.572 1.556 0.079
H -4.298 2.103 -1.522
H -0.799 -1.948 -1.613
H 5.100 1.680 1.768
H 4.797 1.891 -2.119
H 5.661 -1.685 -1.553
```

Mulliken atomic charge list, values in e, 5 entries: number 1, Sr, carries 1.673; number 2, S, carries 1.091; number 3, S, carries 0.843; number 4, S, carries 1.064; number 5, S, carries 0.747

Most stable of them? <P>.